1.
ORCA calculation (the ωB97M-V functional and the def2-TZVPD basis) on C19H28N2O6S as an isolated structure at a distorted geometry.

Computed properties:
- HOMO-LUMO gap: 9.09 eV
- Energy above the lowest of the compared OMol25 structures with the same formula, charge and spin: 417.23 kcal/mol
- LUMO energy: 0.32 eV

```
! wB97M-V def2-TZVPD RIJCOSX def2/J DEFGRID3
* xyz 0 1
C 2.9857 -2.4056 0.4828
C 2.0834 -1.8249 -0.6166
C 2.2983 -2.5362 -1.9380
N 1.5939 -2.1095 -3.0767
S 0.1431 -2.5068 -3.1010
O -0.1529 -3.8865 -2.2572
O -0.4068 -2.8355 -4.3655
C -0.8245 -1.1527 -2.3302
C -0.5911 0.0804 -2.8212
C -1.1784 1.1401 -2.1051
C -2.3116 0.8878 -1.1420
C -2.4155 -0.3468 -0.7529
C -1.4977 -1.3642 -1.2074
H -1.9535 -2.4555 -0.8097
H -2.9809 -0.4587 0.1422
O -2.6844 1.9018 -0.5644
C -3.5132 1.9073 0.5201
C -3.1166 1.3295 1.8181
O -3.8840 0.6819 2.3903
N -2.1165 1.8793 2.3499
C -1.1905 3.0334 1.6127
H -1.1917 3.6152 2.4269
C 0.0252 2.3656 1.3499
H -0.0694 1.4424 0.6457
H 0.6633 3.3744 0.7282
C 0.7793 1.8750 2.6471
C 2.3201 1.1555 2.2945
O 2.2936 0.1115 2.5362
O 2.9468 1.8737 1.6064
C 4.2461 1.4970 1.2898
C 5.1104 1.6686 2.3287
H 6.2437 1.3751 1.9285
H 5.2245 2.6357 2.7792
H 5.0236 0.9365 3.1605
H 4.5949 2.1501 0.3766
H 3.9199 0.5233 0.8873
C -0.1095 0.9447 3.1564
H -0.3388 -0.2527 2.7256
C -1.5337 1.4205 3.5199
H -1.5138 2.1212 4.2054
H -2.1519 0.6241 4.0952
H 0.1924 0.1549 4.1946
H 1.0501 2.5389 3.2446
H -1.5545 3.3429 0.8201
H -4.0904 2.9547 0.4301
H -4.4300 1.3921 0.2547
H -0.9674 2.1275 -2.3811
H 0.2218 0.2020 -3.3959
H 1.8420 -2.2777 -4.0839
H 3.3687 -2.6305 -2.3864
H 2.1720 -3.6814 -1.8966
H 1.0098 -2.0581 -0.4798
H 2.1370 -0.6481 -0.8347
H 2.9259 -3.4755 0.7160
H 2.8297 -1.8434 1.4750
H 3.9098 -2.3319 0.2666
*
```

---

2.
ORCA calculation (the ωB97M-V functional and the def2-TZVPD basis) on an isolated ion of composition C3H2ClO3 and charge -1 at a distorted geometry.

Computed properties:
- HOMO-LUMO gap (alpha / beta): 6.83 / 7.48 eV
- Energy above the lowest of the compared OMol25 structures with the same formula, charge and spin: 61.22 kcal/mol
- LUMO energy (alpha / beta): 3.69 / 3.67 eV

```
! wB97M-V def2-TZVPD RIJCOSX def2/J DEFGRID3
* xyz -1 1
C -2.5980 -1.2857 -0.0980
C -0.0328 0.2816 0.3333
C -2.2926 0.2328 -0.2063
O -3.5687 -1.4670 0.7244
O -1.9395 -2.0974 -0.7399
O -1.2046 0.8775 0.1413
Cl -3.6809 1.2638 -0.1551
H 0.9427 0.8143 0.3606
H 0.1602 -0.8298 0.2215
*
```

---

3.
ORCA calculation (the ωB97M-V functional and the def2-TZVPD basis) on C3H6N4O as an isolated structure at a distorted geometry.

Computed properties:
- HOMO-LUMO gap: 7.45 eV
- Energy above the lowest of the compared OMol25 structures with the same formula, charge and spin: 121.87 kcal/mol
- LUMO energy: 0.15 eV

```
! wB97M-V def2-TZVPD RIJCOSX def2/J DEFGRID3
* xyz 0 1
C 0.8115 -0.6451 -0.0755
C -1.1429 -1.6679 -0.1573
C -1.4096 -0.2672 0.0689
H 2.9434 -1.0411 0.0347
H 2.3805 0.7051 1.0533
H -1.9597 -2.3372 -0.1124
H -2.7587 1.3853 -0.1289
H 0.4523 1.9051 0.6187
H 0.8888 1.7403 -0.8522
N 2.2254 -0.1682 0.0593
N 0.2232 -1.8208 -0.1761
N -0.1097 0.3058 -0.1422
N 0.0711 1.6623 -0.3204
O -2.6156 0.2435 0.1303
*
```

---

4.
ORCA calculation (the ωB97M-V functional and the def2-TZVPD basis) on C51H61B3N8O5 as an isolated structure at a distorted geometry.

Computed properties:
- HOMO-LUMO gap: 9.85 eV
- LUMO energy: 0.55 eV

```
! wB97M-V def2-TZVPD RIJCOSX def2/J DEFGRID3
* xyz 0 1
C -1.2356 -5.3867 1.9423
C -0.9332 -4.8649 0.9079
B -0.7345 -4.0342 -0.3585
O -0.0926 -2.8116 -0.3127
B -0.8825 -1.7752 -0.8398
C -0.7913 -0.3630 -0.1866
C -1.9664 -0.0854 0.7690
C -3.0378 0.7613 0.1093
O -4.1256 1.0522 0.9816
O -1.7526 -2.0588 -1.8846
B -2.2021 -3.3789 -1.9486
O -3.4867 -3.6430 -2.2948
C -4.1756 -4.5080 -1.3819
C -4.8250 -3.7023 -0.2442
C -4.9923 -4.6300 0.9742
C -6.1293 -3.0337 -0.7577
C -7.2924 -3.0890 0.2491
C -5.8282 -1.5601 -1.0972
O -1.3258 -4.3902 -1.5576
H -1.5476 -5.8609 2.8490
H -0.6998 0.4210 -0.9399
H 0.1348 -0.3175 0.3876
H -2.4311 -1.0201 1.1150
H -1.6199 0.4274 1.6681
H -2.6162 1.7165 -0.2022
H -3.3936 0.2425 -0.7887
H -4.2691 0.2820 1.5394
H -4.9525 -5.0373 -1.9359
H -3.4928 -5.2658 -0.9949
H -4.1112 -2.9139 0.0141
H -5.9504 -5.1414 1.0054
H -4.8143 -4.0732 1.8923
H -4.2219 -5.4029 0.9368
H -6.4566 -3.4948 -1.6909
H -7.9304 -2.2161 0.0961
H -6.9598 -3.0493 1.2831
H -7.9223 -3.9590 0.0697
H -5.4201 -1.0714 -0.2101
H -6.7390 -1.0280 -1.3677
H -5.0941 -1.4969 -1.8995
N 0.4640 2.6525 0.2882
C 0.9902 2.7650 1.5063
C 1.9276 3.7261 1.8528
C 2.3449 4.6242 0.8811
C 1.8048 4.5195 -0.3899
C 0.8720 3.5221 -0.6364
H 0.6425 2.0423 2.2387
H 2.3243 3.7660 2.8586
H 3.0833 5.3851 1.0995
H 2.1072 5.1963 -1.1779
H 0.4274 3.4082 -1.6196
N -4.6965 -7.4437 3.7188
C -5.1511 -8.0790 2.6405
C -6.4350 -8.5902 2.5304
C -7.2959 -8.4382 3.6049
C -6.8385 -7.7832 4.7370
C -5.5363 -7.3064 4.7427
H -4.4449 -8.1730 1.8223
H -6.7496 -9.0900 1.6248
H -8.3070 -8.8216 3.5606
H -7.4766 -7.6424 5.5987
H -5.1422 -6.7866 5.6096
N -0.3219 4.0356 -3.9877
C -1.6294 4.1624 -4.2011
C -2.2492 5.3733 -4.4714
C -1.4683 6.5162 -4.5215
C -0.1052 6.4011 -4.3017
C 0.4153 5.1429 -4.0407
H -2.2063 3.2454 -4.1507
H -3.3168 5.4157 -4.6370
H -1.9143 7.4805 -4.7284
H 0.5430 7.2661 -4.3307
H 1.4779 5.0103 -3.8649
N 4.8204 6.7740 0.5193
C 4.7065 7.9944 1.0412
C 5.7898 8.7469 1.4672
C 7.0586 8.1981 1.3534
C 7.1910 6.9277 0.8170
C 6.0441 6.2608 0.4117
H 3.6965 8.3829 1.1225
H 5.6411 9.7347 1.8815
H 7.9290 8.7534 1.6794
H 8.1594 6.4582 0.7092
H 6.0855 5.2667 -0.0208
N 1.5304 -2.6121 -6.0055
C 2.7919 -2.9868 -5.8073
C 3.3128 -3.3083 -4.5627
C 2.4766 -3.2347 -3.4607
C 1.1611 -2.8454 -3.6493
C 0.7400 -2.5463 -4.9364
H 3.4152 -3.0301 -6.6940
H 4.3473 -3.6076 -4.4634
H 2.8426 -3.4756 -2.4704
H 0.4762 -2.7765 -2.8196
H -0.2831 -2.2378 -5.1234
N 6.0422 2.8520 -0.5131
C 7.2978 2.4068 -0.4867
C 7.6472 1.1303 -0.0713
C 6.6408 0.2715 0.3413
C 5.3309 0.7221 0.3214
C 5.0852 2.0160 -0.1136
H 8.0557 3.1124 -0.8131
H 8.6839 0.8210 -0.0702
H 6.8736 -0.7322 0.6739
H 4.5134 0.0874 0.6348
H 4.0728 2.4060 -0.1463
N -8.3254 -3.2760 4.3913
C -8.7580 -2.0180 4.4299
C -8.1674 -1.0254 5.1980
C -7.0664 -1.3577 5.9700
C -6.6029 -2.6631 5.9402
C -7.2649 -3.5791 5.1364
H -9.6204 -1.7970 3.8106
H -8.5611 -0.0185 5.1871
H -6.5765 -0.6117 6.5824
H -5.7455 -2.9671 6.5251
H -6.9293 -4.6096 5.0803
N 10.4101 4.1791 -1.1892
C 10.9127 3.0724 -1.7335
C 12.2706 2.8407 -1.8881
C 13.1585 3.8123 -1.4562
C 12.6524 4.9701 -0.8895
C 11.2765 5.1023 -0.7793
H 10.1852 2.3366 -2.0611
H 12.6204 1.9211 -2.3366
H 14.2263 3.6695 -1.5602
H 13.3071 5.7561 -0.5395
H 10.8426 5.9943 -0.3404
*
```

---

5.
ORCA calculation (the ωB97M-V functional and the def2-TZVPD basis) on a 2-piece molecular cluster, H4O2 overall at a distorted geometry.

Computed properties:
- HOMO-LUMO gap: 11.59 eV
- Energy above the lowest of the compared OMol25 structures with the same formula, charge and spin: 15.32 kcal/mol
- SMILES: O.O
- LUMO energy: 0.57 eV

```
! wB97M-V def2-TZVPD RIJCOSX def2/J DEFGRID3
* xyz 0 1
O 0.6803 -0.4920 0.6460
H 1.1990 -0.7469 1.4424
H -0.1771 -0.1661 1.0023
O -0.8177 0.7796 -1.0671
H -0.3629 0.2848 -1.7858
H -0.5216 0.3405 -0.2378
*
```

---

6.
ORCA calculation (the ωB97M-V functional and the def2-TZVPD basis) on a 9-piece molecular cluster, H18O9 overall at a distorted geometry.

Computed properties:
- HOMO-LUMO gap (alpha / beta): 2.53 / 10.89 eV
- Energy above the lowest of the compared OMol25 structures with the same formula, charge and spin: 14.44 kcal/mol
- LUMO energy (alpha / beta): 2.78 / 2.81 eV

```
! wB97M-V def2-TZVPD RIJCOSX def2/J DEFGRID3
* xyz -1 2
O 2.8021 2.8656 -1.5109
H 2.5330 2.5508 -0.6479
H 3.5874 3.3863 -1.3422
O -1.4276 -2.4814 -0.3110
H -0.8034 -3.1344 0.0055
H -2.2040 -2.6073 0.2346
O 0.1978 -1.5594 2.3941
H -0.3123 -1.1845 1.6762
H 0.7869 -0.8547 2.6635
O 3.5512 1.3760 0.9433
H 2.9457 0.7046 0.6288
H 4.4171 0.9772 0.8581
O -0.0863 0.1244 0.0059
H 0.6534 0.3128 -0.5717
H -0.5967 -0.5345 -0.4648
O 2.0939 -0.2220 -1.4653
H 2.6514 -0.9987 -1.5124
H 2.5085 0.4071 -2.0557
O -3.1619 1.5152 -0.7441
H -3.6031 1.3812 0.0946
H -2.3019 1.1105 -0.6303
O -3.3197 -1.8637 -2.4835
H -3.9070 -2.5955 -2.2941
H -2.5653 -2.0073 -1.9121
O -1.4912 1.3389 3.1304
H -0.7177 1.0304 2.6584
H -2.2300 0.9622 2.6525
*
```